(1)
Here is 13 unconnected molecules or ions with the total composition C36H86O13 at a distorted geometry from the OMol25 dataset. Energies are from ωB97M-V with the def2-TZVPD basis set.

Output
energy: -2401.18570 Ha
LUMO energy: 0.1003 eV
maximum force: 0.054 hartree/bohr
HOMO level: -9.54 eV
orbital gap: 9.6 eV
charge: 0

Geometry as XYZ:
```
135
Properties=species:S:1:pos:R:3:lowdin_charge:R:1
C 2.53350 -3.94934 4.04583 -0.15
C 2.70303 -5.40377 3.62816 -0.17
C 2.00867 -5.50102 2.27919 -0.20
O 0.90672 -4.62734 2.40752 -0.17
C 1.47221 -3.45148 3.04607 -0.16
H 3.47894 -3.45007 3.82251 0.11
H 2.30501 -3.82071 5.09931 0.11
H 2.18391 -6.02268 4.36616 0.11
H 3.75433 -5.68298 3.71101 0.11
H 1.62898 -6.49759 2.04984 0.13
H 2.75300 -5.30084 1.49517 0.12
H 0.74426 -2.77230 3.48874 0.11
H 1.82258 -2.83664 2.21322 0.11
C 1.01586 2.97365 3.86536 -0.15
C 0.87440 4.51335 3.96641 -0.18
C -0.01483 4.77164 5.16430 -0.22
O 0.25152 3.68584 6.03203 -0.13
C 0.52009 2.49886 5.23146 -0.15
H 2.06314 2.83457 3.61052 0.09
H 0.41637 2.61947 3.02494 0.07
H 0.57882 5.05682 3.06873 0.11
H 1.90142 4.80867 4.20163 0.11
H -1.02867 4.86757 4.75476 0.12
H 0.30313 5.70508 5.62425 0.12
H -0.40679 1.92502 5.23550 0.10
H 1.27655 1.96311 5.80129 0.12
C 1.10679 1.01846 -4.71822 -0.16
C 0.96240 2.51038 -4.46056 -0.14
C -0.03810 2.56283 -3.27447 -0.19
O -0.45716 1.22285 -3.05572 -0.16
C -0.25193 0.47857 -4.23066 -0.20
H 1.89024 0.62736 -4.06787 0.09
H 1.24979 0.68820 -5.74766 0.12
H 0.55897 3.03062 -5.32859 0.11
H 1.88842 2.97732 -4.12815 0.10
H -0.90955 3.19118 -3.49875 0.11
H 0.38114 2.98810 -2.36498 0.09
H -1.03792 0.66959 -4.96967 0.12
H -0.15182 -0.58063 -3.99378 0.09
C -5.72826 0.01493 1.49315 -0.17
C -6.68059 0.40735 2.63632 -0.15
C -7.99409 -0.37237 2.35583 -0.19
O -7.83443 -0.97435 1.07304 -0.13
C -6.44927 -1.13356 0.80366 -0.21
H -4.69499 -0.11197 1.81711 0.09
H -5.63854 0.84418 0.78390 0.10
H -6.84538 1.48199 2.64364 0.10
H -6.28450 0.10097 3.60580 0.10
H -8.76007 0.39977 2.27096 0.11
H -8.28507 -1.05955 3.14939 0.11
H -6.31738 -1.13523 -0.27605 0.11
H -6.09120 -2.08238 1.21987 0.12
C 3.87248 4.24701 1.61938 -0.16
C 2.75544 3.49972 0.93368 -0.18
C 2.83178 3.92406 -0.55256 -0.17
O 4.09761 4.59025 -0.69191 -0.15
C 4.88218 4.29756 0.46646 -0.20
H 4.42305 3.82547 2.46160 0.12
H 3.55902 5.26351 1.85599 0.12
H 1.77822 3.79397 1.32278 0.08
H 2.76982 2.41366 1.00783 0.08
H 2.04034 4.56465 -0.92979 0.11
H 2.87053 2.98911 -1.12225 0.11
H 5.70079 5.00664 0.59574 0.12
H 5.37516 3.35049 0.20701 0.12
C -4.00081 -2.70384 -4.05340 -0.16
C -4.42765 -1.30157 -3.69251 -0.16
C -3.95278 -0.49160 -4.94371 -0.19
O -3.56472 -1.43084 -5.93165 -0.15
C -4.07538 -2.71450 -5.58475 -0.20
H -4.56019 -3.49051 -3.55244 0.12
H -2.92588 -2.78819 -3.87862 0.11
H -3.82088 -0.84283 -2.90627 0.09
H -5.46923 -1.21385 -3.39184 0.11
H -3.24490 0.30706 -4.73422 0.10
H -4.84102 0.02320 -5.34101 0.11
H -3.43927 -3.50517 -5.98396 0.12
H -5.05973 -2.85498 -6.04313 0.12
O -1.65250 -4.89950 1.78147 -0.09
H -1.95590 -3.98754 1.73582 0.00
H -0.66918 -4.82610 1.87262 0.00
O -1.75229 0.40088 3.28980 -0.05
H -2.42533 -0.22460 3.58790 0.07
H -1.80969 1.13185 3.91588 0.04
O 4.04946 0.40738 2.36647 -0.06
H 3.23451 0.89795 2.21744 0.00
H 4.53798 0.48349 1.53849 0.03
C 6.02871 -3.31624 0.39991 -0.04
C 5.86083 -2.18114 -0.61884 -0.46
C 4.41038 -1.76724 -0.70366 -0.07
O 6.63061 -1.02435 -0.19545 -0.08
H 7.04003 -3.71567 0.26827 0.08
H 5.30343 -4.10805 0.23995 0.07
H 6.03888 -2.83845 1.37849 0.09
H 6.27602 -2.28989 -1.62607 0.14
H 3.85905 -2.67572 -0.96971 0.07
H 4.17980 -1.02303 -1.46905 0.08
H 3.91504 -1.40467 0.20023 0.06
H 7.53340 -1.33820 -0.07111 0.08
C -1.98802 3.07299 1.40569 -0.06
C -1.74258 3.14128 -0.08125 -0.46
C -2.92086 3.85666 -0.81234 -0.03
O -0.58530 3.91766 -0.38717 -0.07
H -1.77752 4.00155 1.94831 0.08
H -1.39317 2.35504 1.97660 0.03
H -2.99184 2.73749 1.68749 0.08
H -1.59427 2.12380 -0.43794 0.10
H -3.85686 3.31835 -0.93907 0.08
H -2.51841 4.11284 -1.79295 0.07
H -3.07475 4.78624 -0.25587 0.08
H -0.91640 4.82345 -0.40135 0.09
C 0.52791 -2.73904 -2.55222 -0.05
C 1.12417 -3.04726 -3.92597 -0.50
C 2.43704 -2.35265 -4.18081 -0.05
O 1.31405 -4.45478 -4.06817 -0.04
H 1.16044 -3.02040 -1.70920 0.08
H -0.44615 -3.22225 -2.51823 0.09
H 0.43574 -1.65114 -2.50843 0.06
H 0.37321 -2.65598 -4.62910 0.13
H 2.96730 -2.56239 -5.10474 0.09
H 3.03922 -2.65181 -3.31113 0.07
H 2.41780 -1.27610 -3.97259 0.05
H 1.39367 -4.63296 -5.01050 0.09
C -1.87568 -0.41633 -0.13353 -0.04
C -0.47961 -0.91402 0.24245 -0.43
C 0.62314 0.14484 0.30987 -0.02
O -0.54250 -1.54479 1.53894 -0.07
H -2.01405 -0.07649 -1.15696 0.07
H -2.21705 0.30646 0.61348 0.05
H -2.54568 -1.25013 0.10157 0.08
H -0.21858 -1.75126 -0.39887 0.10
H 0.44595 0.89084 1.09124 0.07
H 0.78389 0.64289 -0.64861 0.08
H 1.55940 -0.32441 0.62478 0.06
H -0.74447 -0.81939 2.14985 0.04
```


(2)
Here is a molecular structure, C36H87AsF6N9O6 at a distorted geometry from the OMol25 dataset. Energies are from ωB97M-V with the def2-TZVPD basis set.

Output
energy: -5203.28244 Ha
LUMO energy: 2.2125 eV
maximum force: 0.074 hartree/bohr
HOMO level: -6.35 eV
energy above the lowest of the compared OMol25 structures with the same formula, charge and spin: 2.670 eV
orbital gap: 8.6 eV
charge: -1

Geometry as XYZ:
```
145
Properties=species:S:1:pos:R:3:lowdin_charge:R:1
As 0.63650 0.53493 0.12491 0.91
F 1.83146 -0.67054 0.63918 -0.25
F -0.53350 -0.77035 -0.39464 -0.28
F -0.51254 1.84511 -0.27679 -0.28
F 1.80592 1.84651 0.56770 -0.29
F 1.21466 0.57655 -1.53029 -0.26
F -0.04315 0.57228 1.76253 -0.26
C 3.18957 -0.27578 6.83302 -0.11
C 2.48849 -0.10802 5.51546 -0.25
N 1.80866 -1.37167 5.15982 -0.20
C 1.38312 -1.29817 3.76121 -0.28
C 0.54178 -2.41630 3.17829 -0.07
C 0.72689 -1.74981 6.07869 -0.20
C -0.42521 -0.62418 5.99068 -0.06
H 3.96703 -1.03970 6.82396 0.08
H 2.52317 -0.54928 7.65108 0.06
H 3.65299 0.64917 7.17628 0.07
H 1.72348 0.66704 5.46916 0.10
H 3.31340 0.09882 4.83366 0.11
H 0.80318 -0.39066 3.59326 0.08
H 2.34114 -1.20792 3.24920 0.10
H -0.35075 -2.72857 3.72049 0.05
H 0.25141 -2.04186 2.19667 0.05
H 1.15297 -3.31882 3.17875 0.08
H 1.21665 -1.86827 7.04523 0.08
H 0.31794 -2.73992 5.87731 0.10
H -1.34138 -0.92592 6.49832 0.06
H -0.82724 -0.56334 4.97936 0.04
H -0.05554 0.35052 6.30913 0.06
C -4.92592 -0.01363 4.68942 -0.10
C -4.23058 -1.23302 4.20147 -0.26
N -4.35332 -1.27806 2.70406 -0.19
C -3.39682 -0.33192 2.05023 -0.20
C -3.68446 -0.28385 0.50399 -0.07
C -4.28206 -2.60734 2.17774 -0.28
C -2.89077 -3.18298 2.21701 -0.10
H -5.87464 -0.04263 4.15352 0.08
H -4.39375 0.91917 4.50297 0.07
H -5.12874 -0.17975 5.74743 0.07
H -3.17419 -1.32459 4.45397 0.09
H -4.77878 -2.09074 4.59118 0.11
H -3.34367 0.61635 2.58507 0.09
H -2.39340 -0.75540 2.09393 0.08
H -4.73966 -0.21212 0.24033 0.07
H -3.08108 0.56252 0.17585 0.05
H -3.32201 -1.18901 0.01673 0.05
H -4.62409 -2.59844 1.14284 0.10
H -4.83845 -3.31795 2.78894 0.11
H -2.57112 -3.15467 3.25870 0.06
H -2.13422 -2.66182 1.63039 0.05
H -2.85014 -4.20536 1.84126 0.07
C 0.09277 -5.34672 -4.87792 -0.06
C -1.36625 -5.35427 -4.32598 -0.23
N -1.29748 -5.61439 -2.85467 -0.19
C -1.43125 -4.32719 -2.24614 -0.29
C -1.15748 -4.41613 -0.74429 -0.07
C -2.33013 -6.64376 -2.46677 -0.23
C -2.05659 -8.10245 -2.94002 -0.10
H 0.75519 -4.48815 -4.76764 0.04
H -0.14997 -5.46454 -5.93399 0.06
H 0.59125 -6.26502 -4.56754 0.07
H -1.94264 -4.44152 -4.47685 0.10
H -1.95480 -6.12776 -4.81937 0.10
H -2.47309 -4.04664 -2.40091 0.11
H -0.81218 -3.56736 -2.72314 0.11
H -0.94178 -3.36568 -0.54907 0.05
H -0.26337 -5.01772 -0.58075 0.08
H -2.02153 -4.78960 -0.19470 0.05
H -2.27257 -6.80613 -1.39047 0.10
H -3.34147 -6.37677 -2.77338 0.11
H -1.00397 -8.33063 -2.77260 0.07
H -2.62884 -8.80792 -2.33757 0.06
H -2.41768 -8.34377 -3.93976 0.06
C 3.29780 3.53531 -3.70053 0.00
C 1.83936 3.87940 -4.05020 -0.55
O 1.54126 4.75274 -4.85582 0.02
N 0.92548 3.14396 -3.37396 0.02
C -0.52914 3.47439 -3.29836 -0.03
H 3.41607 3.48934 -2.61794 0.06
H 3.95784 4.34697 -4.00654 0.08
H 3.58683 2.56682 -4.10868 0.08
H 1.28089 2.50016 -2.68164 0.09
H -1.09197 2.58687 -3.58756 0.05
H -0.75230 4.34852 -3.91008 0.09
H -0.58416 3.68034 -2.22941 0.07
C -3.74356 2.51692 -2.54355 -0.01
C -3.99659 3.98044 -2.17832 -0.59
O -3.42753 4.92399 -2.60596 0.08
N -4.91524 4.08453 -1.22268 0.00
C -5.59078 5.30220 -0.80287 -0.06
H -3.68591 2.38627 -3.62415 0.08
H -4.62747 1.92793 -2.29881 0.07
H -2.86961 2.08679 -2.05436 0.06
H -5.41874 3.22924 -1.03540 0.12
H -5.16632 5.52226 0.17667 0.07
H -6.66161 5.09951 -0.78441 0.08
H -5.40720 6.22226 -1.35776 0.08
C 7.96167 4.90387 -1.36442 -0.01
C 7.13771 3.65750 -0.94967 -0.53
O 7.55360 2.49412 -1.14569 0.02
N 6.02792 3.97458 -0.30763 -0.01
C 5.09203 3.13007 0.35867 -0.06
H 8.46146 5.34969 -0.50445 0.08
H 7.30270 5.66220 -1.78726 0.07
H 8.67926 4.57610 -2.11658 0.08
H 5.87203 4.97135 -0.35519 0.13
H 4.20225 2.93379 -0.23955 0.07
H 4.81924 3.54102 1.33068 0.09
H 5.54164 2.15917 0.56674 0.08
C -0.32125 5.82473 0.14849 -0.01
C -1.27407 5.24611 1.03843 -0.61
O -2.45193 5.62432 1.22153 0.00
N -0.82083 4.19967 1.67351 0.01
C -1.56530 3.49010 2.72225 -0.04
H 0.11134 6.76704 0.48467 0.09
H -0.87217 5.97305 -0.78027 0.10
H 0.60799 5.27103 0.01423 0.08
H 0.00823 3.71592 1.35929 0.11
H -2.21852 2.71233 2.32666 0.07
H -2.13921 4.33241 3.10855 0.08
H -0.81729 2.99384 3.34057 0.08
C 1.38138 -1.68900 -4.32785 -0.01
C -0.04994 -1.35960 -4.71312 -0.55
O -0.57574 -1.79421 -5.70403 0.05
N -0.76518 -0.55342 -3.85244 0.02
C -2.13207 -0.13161 -4.13413 -0.08
H 2.21796 -1.09470 -4.69535 0.08
H 1.61351 -2.59476 -4.88804 0.06
H 1.72199 -1.78436 -3.29684 0.06
H -0.32632 -0.17846 -3.02364 0.09
H -2.50228 0.16270 -3.15207 0.06
H -2.83402 -0.93286 -4.36516 0.08
H -2.16340 0.64867 -4.89458 0.09
C 4.41652 -0.44775 -2.29449 0.00
C 5.29023 -0.37929 -1.02853 -0.56
O 6.49025 -0.15158 -1.05214 0.03
N 4.65170 -0.63828 0.11094 0.02
C 5.33026 -0.87430 1.40646 -0.05
H 3.78305 -1.33438 -2.32065 0.06
H 4.96020 -0.52772 -3.23583 0.08
H 3.76255 0.41096 -2.44627 0.06
H 3.66779 -0.86182 0.06556 0.09
H 5.63646 -1.91989 1.43955 0.08
H 4.67719 -0.79161 2.27523 0.06
H 6.10704 -0.14672 1.64167 0.08
```